# 1
ORCA calculation (wB97M-V/def2-TZVPD) on a structure of composition C22H5Cl52I2NO2.

XYZ file:
```
84
Properties=species:S:1:pos:R:3:mulliken_charge:R:1
C 2.09 4.41 0.57 -1.99
C 1.17 3.22 0.38 1.63
C -0.12 3.32 -0.17 -0.56
I -0.81 5.24 -0.75 0.08
C -0.93 2.21 -0.30 -0.09
C -0.51 0.93 0.06 -0.55
C 0.74 0.83 0.59 0.19
C 1.56 1.97 0.76 0.60
C 2.85 1.46 1.42 -0.01
O 3.66 2.04 2.08 -0.56
N 2.87 0.03 1.14 -0.74
I 3.53 -0.01 -0.85 0.27
C 1.48 -0.41 1.08 0.02
O 1.07 -1.50 1.33 -0.53
H 3.00 4.11 1.09 0.34
H 1.53 5.18 1.12 0.48
H 2.36 4.86 -0.40 0.40
H -1.93 2.32 -0.73 0.38
H -1.16 0.04 -0.04 0.66
C -0.30 -5.02 2.84 0.23
Cl 1.38 -4.50 3.04 -0.03
Cl -1.35 -3.60 2.71 -0.05
Cl -0.44 -6.00 1.38 -0.02
Cl -0.80 -5.98 4.25 -0.12
C -4.24 -1.38 -0.96 0.25
Cl -5.43 -0.74 0.18 -0.12
Cl -2.82 -0.32 -0.98 -0.13
Cl -3.75 -3.00 -0.45 -0.06
Cl -4.96 -1.46 -2.57 -0.02
C 3.89 -7.52 3.83 0.24
Cl 4.62 -8.45 5.14 -0.10
Cl 2.20 -7.18 4.21 -0.02
Cl 4.76 -5.99 3.63 -0.08
Cl 3.98 -8.46 2.33 -0.06
C -1.47 2.60 4.11 0.26
Cl -2.78 1.47 4.50 -0.12
Cl -1.22 2.63 2.36 0.14
Cl -1.90 4.22 4.67 -0.07
Cl 0.02 2.08 4.91 -0.12
C 7.46 -7.03 0.56 0.33
Cl 8.02 -5.35 0.55 -0.10
Cl 5.86 -7.12 -0.19 -0.08
Cl 8.60 -8.03 -0.36 -0.10
Cl 7.38 -7.62 2.22 -0.07
C 6.44 3.35 -1.06 0.28
Cl 7.76 4.39 -1.59 -0.08
Cl 4.94 3.83 -1.87 -0.05
Cl 6.81 1.67 -1.49 -0.09
Cl 6.24 3.48 0.68 -0.08
C -8.21 -1.33 -5.15 0.33
Cl -8.80 -2.97 -4.85 -0.06
Cl -8.49 -0.33 -3.72 -0.09
Cl -6.48 -1.38 -5.51 -0.10
Cl -9.07 -0.64 -6.54 -0.08
C 6.90 5.75 -5.51 0.29
Cl 5.73 6.54 -4.42 -0.10
Cl 8.40 6.68 -5.57 -0.06
Cl 7.25 4.13 -4.89 -0.08
Cl 6.21 5.61 -7.13 -0.05
C -1.48 -9.68 -0.94 0.37
Cl -0.88 -8.01 -0.95 -0.07
Cl -3.07 -9.74 -1.71 -0.10
Cl -0.35 -10.71 -1.83 -0.10
Cl -1.61 -10.24 0.73 -0.10
C -10.13 -3.96 -8.76 0.33
Cl -8.51 -3.29 -8.57 -0.06
Cl -11.30 -2.63 -8.90 -0.09
Cl -10.20 -4.95 -10.22 -0.10
Cl -10.54 -4.95 -7.35 -0.09
C -4.98 5.41 7.18 0.31
Cl -3.71 6.56 6.75 -0.12
Cl -6.50 5.90 6.40 -0.10
Cl -4.53 3.80 6.62 0.01
Cl -5.20 5.39 8.93 -0.09
C -4.59 0.91 9.77 0.30
Cl -6.03 1.91 10.03 -0.09
Cl -4.89 -0.72 10.39 -0.10
Cl -4.24 0.82 8.04 -0.02
Cl -3.21 1.62 10.61 -0.10
C 6.24 9.86 -7.58 0.32
Cl 7.88 10.50 -7.43 -0.10
Cl 5.08 11.19 -7.67 -0.10
Cl 6.13 8.88 -9.06 -0.10
Cl 5.87 8.85 -6.17 -0.01
```

LUMO = -1.3 eV
2S+1 = 1
largest force on an atom = 1.86 eV/Å
HOMO energy = -0.3501 hartree
E_tot = -695841.5459 eV



# 2
ORCA calculation (wB97M-V/def2-TZVPD) on a cluster of 9 separate species, C22H60ClO24S8 in total.

XYZ file:
```
115
Properties=species:S:1:pos:R:3:mulliken_charge:R:1
Cl 2.23 -9.61 -3.02 1.63
O 3.55 -10.06 -3.35 -0.66
O 2.31 -8.87 -1.84 -0.65
O 1.71 -8.76 -4.05 -0.67
O 1.43 -10.81 -2.83 -0.66
O -6.71 -13.93 -0.55 -0.61
S -5.94 -13.18 -1.53 1.14
O -5.76 -13.67 -2.89 -0.59
O -6.46 -11.64 -1.53 -0.25
C -7.82 -11.30 -1.81 -0.32
C -8.03 -10.73 -3.24 -1.03
C -4.34 -12.88 -0.64 -0.92
H -8.14 -10.55 -1.09 0.31
H -8.46 -12.17 -1.66 0.32
H -7.88 -11.54 -3.96 0.28
H -7.36 -9.93 -3.54 0.30
H -9.04 -10.33 -3.35 0.36
H -3.87 -13.86 -0.54 0.36
H -4.61 -12.47 0.33 0.30
H -3.67 -12.25 -1.23 0.35
O 2.63 -15.19 2.42 -0.60
S 3.40 -14.57 3.50 1.12
O 2.91 -14.58 4.85 -0.58
O 4.94 -15.29 3.45 -0.33
C 5.81 -14.99 4.53 -0.31
C 6.18 -16.25 5.35 -1.10
C 3.82 -12.87 3.02 -0.86
H 5.37 -14.20 5.14 0.36
H 6.66 -14.52 4.03 0.36
H 5.39 -16.99 5.53 0.29
H 6.63 -15.90 6.28 0.31
H 6.97 -16.82 4.86 0.31
H 2.87 -12.33 3.04 0.36
H 4.08 -12.95 1.96 0.34
H 4.57 -12.47 3.70 0.32
O -1.63 -3.48 0.35 -0.59
S -2.07 -3.42 -1.05 1.14
O -3.29 -2.72 -1.41 -0.57
O -0.82 -2.76 -1.98 -0.34
C 0.47 -3.36 -1.96 -0.31
C 0.86 -3.59 -3.43 -0.95
C -2.02 -5.20 -1.75 -0.95
H 0.46 -4.29 -1.40 0.33
H 1.25 -2.72 -1.54 0.31
H 1.82 -4.11 -3.45 0.34
H 0.90 -2.59 -3.87 0.29
H 0.08 -4.18 -3.92 0.25
H -1.35 -5.93 -1.31 0.38
H -1.82 -5.09 -2.82 0.29
H -3.06 -5.49 -1.67 0.39
O 10.53 -4.79 -3.89 -0.61
S 10.27 -6.09 -4.48 1.14
O 10.34 -6.30 -5.93 -0.56
O 11.18 -7.24 -3.66 -0.32
C 11.56 -8.38 -4.36 -0.28
C 12.91 -8.10 -4.97 -1.14
C 8.56 -6.58 -3.79 -0.82
H 10.88 -8.59 -5.19 0.29
H 11.51 -9.32 -3.81 0.41
H 13.37 -8.96 -5.47 0.40
H 13.59 -7.86 -4.15 0.29
H 12.93 -7.32 -5.74 0.30
H 8.49 -5.94 -2.91 0.31
H 8.63 -7.64 -3.54 0.27
H 7.74 -6.38 -4.48 0.34
O 4.89 -18.47 -3.93 -0.61
S 5.29 -17.26 -4.72 1.18
O 6.71 -16.89 -4.80 -0.62
O 4.63 -17.29 -6.22 -0.31
C 4.99 -16.31 -7.18 -0.15
C 3.98 -16.25 -8.37 -1.18
C 4.38 -15.81 -4.06 -0.93
H 6.01 -16.48 -7.52 0.26
H 5.06 -15.35 -6.66 0.34
H 2.98 -15.88 -8.15 0.31
H 3.90 -17.30 -8.66 0.29
H 4.20 -15.59 -9.21 0.36
H 3.39 -15.71 -4.50 0.30
H 5.04 -14.95 -4.19 0.36
H 4.41 -16.03 -2.99 0.38
O 7.24 -9.29 -11.39 -0.61
S 7.05 -10.00 -10.10 1.11
O 6.35 -11.26 -10.08 -0.58
O 8.56 -10.22 -9.43 -0.22
C 9.38 -11.21 -9.92 -0.24
C 10.24 -11.72 -8.79 -1.13
C 6.35 -8.87 -8.76 -0.83
H 9.95 -10.79 -10.75 0.27
H 8.72 -12.00 -10.29 0.34
H 11.02 -11.02 -8.46 0.27
H 10.86 -12.57 -9.09 0.37
H 9.57 -11.92 -7.95 0.29
H 7.14 -8.22 -8.36 0.27
H 5.88 -9.44 -7.96 0.36
H 5.63 -8.25 -9.29 0.33
C 0.34 -11.50 -8.43 -0.87
S -1.44 -11.66 -8.76 0.47
O -1.72 -13.13 -9.11 -0.63
C -2.02 -11.47 -7.02 -0.90
H 0.64 -12.27 -7.71 0.28
H 0.58 -10.49 -8.09 0.34
H 0.97 -11.67 -9.30 0.33
H -3.08 -11.73 -7.11 0.29
H -1.92 -10.43 -6.70 0.36
H -1.59 -12.08 -6.23 0.32
C 10.50 -10.92 0.60 -0.92
S 8.80 -10.87 -0.24 0.55
O 7.90 -12.03 0.25 -0.61
C 8.14 -9.36 0.66 -0.96
H 10.35 -10.84 1.68 0.30
H 11.18 -10.16 0.21 0.34
H 10.96 -11.86 0.30 0.31
H 8.82 -8.54 0.46 0.35
H 8.26 -9.55 1.72 0.32
H 7.12 -9.07 0.39 0.33
```

LUMO = 1.5 eV
2S+1 = 1
largest force on an atom = 4.40 eV/Å
net charge = -1
HOMO energy = -0.2371 hartree
E_tot = -172118.0079 eV
relative energy (zero: lowest compared OMol25 entry of this formula, charge and spin) = 3.519 eV